Entry 1:
Here is an isolated molecule of C2H4B2O from OMol25. Energies are from ωB97M-V with the def2-TZVPD basis set.

Orbital gap (spin up / spin down) in eV: 5.62 / 9.30
HOMO (spin up / spin down) in Eh: -0.2072 / -0.4092

ORCA input file:
```
! wB97M-V def2-TZVPD RIJCOSX def2/J DEFGRID3
* xyz 0 3
B 1.529 1.402 -0.187
B -0.383 -0.565 -0.135
C 1.063 0.116 0.168
C -1.801 -0.169 0.120
O -2.936 -0.152 0.123
H 1.960 2.448 -0.244
H 1.606 -0.635 0.551
H -0.678 -0.972 -1.197
H -0.360 -1.473 0.800
*
```

---

Entry 2:
Here is C4H5N3O as an isolated structure from OMol25. Energies are from ωB97M-V with the def2-TZVPD basis set.

Orbital gap in eV: 9.43
HOMO in Eh: -0.3576

ORCA input file:
```
! wB97M-V def2-TZVPD RIJCOSX def2/J DEFGRID3
* xyz 0 1
C -2.324 0.160 -0.022
C -0.221 -0.648 -0.049
C 2.152 -1.042 0.004
C 1.448 1.037 -0.048
H -3.457 -0.221 0.673
H -1.652 0.882 0.823
H -2.680 0.853 -0.879
H 2.913 -1.745 0.146
H 1.591 2.078 -0.185
N -1.363 -0.987 -0.382
N 0.879 -1.477 0.092
N 2.522 0.333 -0.237
O 0.191 0.777 0.064
*
```

---

Entry 3:
Here is an isolated molecule of C5H8S2 from OMol25. Energies are from ωB97M-V with the def2-TZVPD basis set.

Orbital gap in eV: 9.42
SMILES: S[C@H]1CS[C@H]2C[C@@H]21
HOMO in Eh: -0.3159

ORCA input file:
```
! wB97M-V def2-TZVPD RIJCOSX def2/J DEFGRID3
* xyz 0 1
S -2.510 -0.022 -0.134
C -0.750 -0.022 0.392
C -0.081 -1.403 0.156
S 1.733 -1.037 -0.201
C 1.517 0.633 0.393
C 1.154 2.025 -0.090
C 0.201 0.935 -0.295
H -2.685 1.260 0.180
H -0.829 0.204 1.460
H -0.662 -1.962 -0.588
H -0.147 -1.943 1.100
H 1.427 0.614 1.480
H 1.123 2.752 0.705
H 1.665 2.398 -0.973
H 0.297 0.616 -1.340
*
```

---

Calculated energy (eV), listed in the same order as above: -5532.948, -10742.989, -26982.221